# 1
The following is a DFT calculation (ωB97M-V/def2-TZVPD) of 2 unconnected molecules or ions with the total composition CN2OS in a non-equilibrium geometry.

Last column: natural (NBO) charge in e.
CARTESIAN COORDINATES (ANGSTROEM)
C (-1.880, -0.396, -0.046)  0.51
N (1.101, 0.614, -0.008)  0.03
N (2.174, 0.275, -0.090)  -0.16
O (-2.979, -0.145, 0.118)  -0.51
S (3.574, -0.284, 0.061)  0.13

Values from the calculation:
LUMO energy (eV): 0.40
Relative energy (zero: lowest compared OMol25 entry of this formula, charge and spin) (eV): 0.089
Frontier orbital gap (eV): 10.42
Net charge: 0

---

# 2
The following is a DFT calculation (ωB97M-V/def2-TZVPD) of a gas-phase ion, C8H12Cl2N3 (charge +1) in a non-equilibrium geometry.

Last column: natural (NBO) charge in e.
CARTESIAN COORDINATES (ANGSTROEM)
C (-1.483, 1.110, 1.914)  -0.15
C (-2.401, 0.101, 1.581)  -0.41
C (-0.543, 1.675, 1.176)  -0.23
C (-2.380, -0.705, 0.582)  0.05
C (1.382, -1.907, -0.458)  0.66
C (-0.036, 0.228, -0.714)  0.03
C (-0.367, 1.599, -0.312)  -0.09
C (0.708, 2.594, -0.881)  -0.61
N (2.505, -2.352, 0.191)  -0.75
N (0.786, -2.704, -1.425)  -0.81
N (0.891, -0.641, -0.141)  -0.55
Cl (-3.208, -1.977, -0.085)  0.12
Cl (-2.003, 2.038, -1.125)  -0.05
H (-1.412, 1.283, 3.012)  0.24
H (-3.275, -0.044, 2.218)  0.25
H (0.080, 2.564, 1.508)  0.23
H (-0.627, -0.306, -1.527)  0.23
H (1.244, 3.089, 0.000)  0.22
H (0.255, 3.466, -1.364)  0.26
H (1.428, 2.058, -1.347)  0.21
H (2.694, -3.230, -0.161)  0.41
H (3.174, -1.777, 0.642)  0.43
H (1.215, -3.435, -2.045)  0.45
H (-0.170, -2.393, -1.827)  0.44
H (1.542, -0.332, 0.587)  0.42

Values from the calculation:
LUMO energy (alpha / beta) (eV): -3.55 / -4.03
Relative energy (zero: lowest compared OMol25 entry of this formula, charge and spin) (eV): 6.690
Frontier orbital gap (alpha / beta) (eV): 7.70 / 7.67
Net charge: +1

---

# 3
The following is a DFT calculation (ωB97M-V/def2-TZVPD) of 11 unconnected molecules or ions with the total composition C40H62O33 in a non-equilibrium geometry.

Last column: Löwdin charge in e.
CARTESIAN COORDINATES (ANGSTROEM)
C (3.699, 2.254, 0.109)  -0.02
C (4.144, 0.858, 0.505)  -0.31
C (2.968, -0.077, 0.644)  -0.11
O (3.019, -1.051, -0.366)  0.08
C (4.156, -0.887, -1.026)  -0.56
O (4.507, -1.561, -1.939)  0.17
O (4.806, 0.262, -0.620)  0.09
H (3.208, 2.694, 0.975)  0.09
H (3.110, 2.088, -0.797)  0.09
H (4.555, 2.840, -0.227)  0.10
H (4.665, 0.930, 1.463)  0.16
H (2.025, 0.471, 0.666)  0.13
H (3.099, -0.639, 1.572)  0.12
C (0.220, 5.386, 0.828)  -0.03
C (0.407, 5.573, -0.658)  -0.32
C (1.883, 5.245, -1.026)  -0.07
O (1.747, 4.389, -2.150)  0.08
C (0.504, 3.916, -2.220)  -0.54
O (0.145, 2.902, -2.721)  0.16
O (-0.337, 4.614, -1.380)  0.07
H (-0.798, 5.664, 1.109)  0.09
H (0.953, 5.946, 1.409)  0.10
H (0.295, 4.344, 1.151)  0.08
H (0.267, 6.644, -0.818)  0.15
H (2.371, 4.678, -0.233)  0.11
H (2.425, 6.155, -1.268)  0.14
C (-1.336, 2.950, 7.131)  -0.01
C (-2.287, 3.475, 6.075)  -0.27
C (-2.109, 4.940, 5.661)  -0.11
O (-1.704, 4.930, 4.320)  0.06
C (-1.817, 3.645, 3.834)  -0.55
O (-1.778, 3.332, 2.690)  0.15
O (-1.936, 2.803, 4.841)  0.07
H (-0.329, 3.340, 6.958)  0.10
H (-1.206, 1.873, 7.028)  0.07
H (-1.696, 3.221, 8.122)  0.10
H (-3.293, 3.164, 6.358)  0.16
H (-1.364, 5.392, 6.321)  0.13
H (-3.035, 5.517, 5.736)  0.13
C (-3.692, -1.954, 0.623)  0.01
C (-4.044, -1.917, 2.105)  -0.30
C (-3.016, -2.555, 3.057)  -0.10
O (-3.098, -1.758, 4.224)  0.06
C (-3.616, -0.538, 3.919)  -0.54
O (-3.813, 0.389, 4.624)  0.18
O (-4.123, -0.608, 2.649)  0.07
H (-4.579, -1.907, -0.003)  0.09
H (-3.053, -2.799, 0.368)  0.09
H (-3.107, -1.054, 0.421)  0.07
H (-5.002, -2.426, 2.235)  0.15
H (-2.000, -2.560, 2.660)  0.10
H (-3.366, -3.563, 3.275)  0.14
C (0.243, -0.156, 4.175)  -0.01
C (0.810, -0.844, 5.409)  -0.30
C (2.255, -0.496, 5.724)  -0.09
O (2.203, 0.011, 7.046)  0.08
C (0.925, 0.053, 7.482)  -0.55
O (0.609, 0.492, 8.537)  0.16
O (0.054, -0.370, 6.524)  0.09
H (0.765, -0.233, 3.225)  0.06
H (-0.066, 0.874, 4.374)  0.09
H (-0.752, -0.595, 4.035)  0.07
H (0.734, -1.925, 5.273)  0.15
H (2.718, 0.233, 5.058)  0.13
H (2.811, -1.433, 5.636)  0.13
C (0.306, -4.405, 2.229)  -0.01
C (1.816, -4.618, 2.331)  -0.29
C (2.649, -3.371, 2.697)  -0.06
O (3.103, -3.762, 3.994)  0.06
C (2.672, -4.961, 4.378)  -0.56
O (2.931, -5.402, 5.459)  0.16
O (2.057, -5.576, 3.341)  0.10
H (-0.279, -5.325, 2.266)  0.09
H (0.001, -3.847, 1.344)  0.06
H (-0.091, -3.852, 3.087)  0.08
H (2.259, -5.074, 1.440)  0.14
H (2.079, -2.445, 2.658)  0.11
H (3.550, -3.372, 2.082)  0.14
C (-1.478, -1.022, -5.699)  -0.05
C (-2.745, -1.262, -6.488)  -0.20
O (-2.380, -1.348, -7.868)  0.03
C (-3.210, -1.911, -8.735)  -0.62
O (-4.298, -2.343, -8.458)  0.13
O (-2.626, -1.952, -9.919)  0.00
C (-3.437, -2.079, -11.088)  -0.03
H (-0.613, -1.315, -6.292)  0.08
H (-1.444, -1.578, -4.763)  0.05
H (-1.403, 0.027, -5.411)  0.08
H (-3.413, -0.407, -6.369)  0.13
H (-3.305, -2.145, -6.182)  0.13
H (-4.067, -2.968, -11.003)  0.09
H (-2.703, -2.287, -11.861)  0.10
H (-4.070, -1.203, -11.207)  0.10
C (-1.272, 1.097, 0.746)  -0.03
O (-0.868, 0.178, -0.231)  -0.03
C (-0.447, -1.030, 0.135)  -0.62
O (-0.328, -1.393, 1.266)  0.12
O (-0.315, -1.777, -0.974)  0.00
C (-0.288, -1.114, -2.245)  -0.02
H (-1.854, 0.539, 1.487)  0.09
H (-1.871, 1.884, 0.300)  0.08
H (-0.446, 1.570, 1.288)  0.09
H (-1.328, -0.946, -2.533)  0.09
H (0.096, -1.742, -3.046)  0.09
H (0.232, -0.162, -2.187)  0.09
O (5.432, 3.328, -4.397)  0.16
C (4.629, 2.459, -4.478)  -0.56
O (3.585, 2.346, -3.607)  0.05
C (2.946, 1.085, -3.820)  -0.12
C (3.666, 0.462, -5.020)  -0.09
O (4.723, 1.378, -5.267)  0.06
H (2.990, 0.332, -3.032)  0.10
H (1.903, 1.309, -4.046)  0.12
H (3.036, 0.402, -5.907)  0.13
H (4.248, -0.397, -4.675)  0.13
O (-4.203, 0.051, -2.381)  0.15
C (-3.973, 1.223, -2.306)  -0.58
O (-3.769, 2.001, -3.385)  0.07
C (-3.451, 3.312, -2.983)  -0.11
C (-3.758, 3.337, -1.463)  -0.08
O (-4.092, 1.966, -1.211)  0.07
H (-2.395, 3.511, -3.178)  0.11
H (-4.026, 4.070, -3.513)  0.13
H (-4.524, 4.088, -1.286)  0.13
H (-2.867, 3.604, -0.900)  0.11
O (4.709, -6.182, -0.064)  0.17
C (3.800, -5.737, -0.685)  -0.58
O (2.819, -6.477, -1.254)  0.06
C (1.770, -5.641, -1.749)  -0.10
C (2.381, -4.249, -1.597)  -0.15
O (3.565, -4.432, -0.893)  0.06
H (1.531, -5.865, -2.785)  0.13
H (0.926, -5.769, -1.069)  0.13
H (1.656, -3.566, -1.147)  0.11
H (2.619, -3.830, -2.579)  0.13

Values from the calculation:
LUMO energy (eV): -0.07
Frontier orbital gap (eV): 10.75
Net charge: 0

---

# 4
The following is a DFT calculation (ωB97M-V/def2-TZVPD) of a molecular structure, C40H62Cl2GeN6O6P3SSr in a non-equilibrium geometry.

Last column: Mulliken spin population.
CARTESIAN COORDINATES (ANGSTROEM)
Sr (-1.649, 0.342, 2.702)  0.01
C (0.674, -3.487, 3.861)  0.01
C (1.973, -2.747, 3.523)  0.04
C (3.021, -3.804, 3.153)  0.00
P (1.673, -1.371, 2.297)  0.04
C (2.275, -2.162, 0.761)  0.02
N (2.090, -1.332, -0.407)  0.19
Ge (0.635, -0.108, -0.577)  0.28
N (-0.256, -1.155, -1.971)  0.12
C (-1.160, -2.226, -1.582)  0.04
P (-2.475, -1.772, -0.327)  0.02
C (-4.013, -1.447, -1.317)  0.03
C (-3.934, -0.052, -1.924)  -0.01
C (-4.412, -2.471, -2.378)  0.00
C (-2.739, -3.491, 0.355)  0.02
C (-2.554, -4.677, -0.607)  0.00
C (-1.804, -3.682, 1.549)  0.01
C (-0.326, -0.563, -3.220)  -0.06
C (-1.281, -0.768, -4.216)  0.03
C (-1.207, -0.046, -5.407)  -0.01
C (-0.197, 0.882, -5.625)  0.02
C (0.793, 1.047, -4.656)  -0.01
C (0.723, 0.307, -3.502)  0.02
N (1.782, 0.237, -2.504)  -0.01
C (2.573, -0.966, -2.707)  0.01
C (3.122, -1.309, -3.920)  0.00
C (3.894, -2.462, -4.034)  0.00
C (4.071, -3.256, -2.912)  0.00
C (3.481, -2.923, -1.692)  0.00
C (2.715, -1.757, -1.572)  0.01
C (2.545, 1.447, -2.316)  0.03
C (3.802, 1.671, -2.826)  -0.02
C (4.431, 2.895, -2.602)  0.03
C (3.771, 3.851, -1.848)  -0.02
C (2.522, 3.594, -1.287)  0.04
C (1.879, 2.368, -1.506)  -0.05
N (0.652, 1.971, -0.990)  0.13
C (-0.026, 3.003, -0.174)  -0.01
P (-1.836, 2.699, 0.009)  -0.04
C (-2.350, 4.206, 0.959)  0.01
C (-3.870, 4.193, 1.121)  0.00
C (-1.673, 4.323, 2.329)  0.00
C (-2.472, 3.174, -1.672)  0.01
C (-1.818, 2.351, -2.780)  0.00
C (-2.363, 4.653, -2.040)  0.00
C (3.058, -0.183, 2.693)  -0.02
C (4.424, -0.790, 3.007)  0.00
C (3.249, 0.864, 1.579)  0.00
H (0.804, -4.093, 4.762)  0.00
H (0.398, -4.165, 3.049)  0.00
H (-0.172, -2.829, 4.022)  0.00
H (2.317, -2.216, 4.418)  0.00
H (2.674, -4.418, 2.320)  0.00
H (3.171, -4.475, 4.004)  0.00
H (3.991, -3.393, 2.888)  0.00
H (1.748, -3.125, 0.672)  0.00
H (3.334, -2.398, 0.902)  0.00
H (-0.585, -2.959, -1.002)  -0.02
H (-1.596, -2.732, -2.442)  0.01
H (-4.791, -1.427, -0.552)  0.00
H (-3.222, -0.020, -2.748)  0.00
H (-3.629, 0.682, -1.177)  0.01
H (-4.912, 0.247, -2.318)  0.00
H (-3.625, -2.656, -3.114)  0.00
H (-5.278, -2.086, -2.929)  0.00
H (-4.709, -3.425, -1.946)  0.00
H (-3.769, -3.477, 0.717)  0.00
H (-1.497, -4.873, -0.797)  0.00
H (-3.043, -4.551, -1.568)  0.00
H (-2.968, -5.579, -0.145)  0.00
H (-0.762, -3.490, 1.264)  0.00
H (-1.858, -4.707, 1.931)  0.00
H (-2.065, -3.007, 2.365)  0.00
H (-2.082, -1.478, -4.068)  0.00
H (-1.959, -0.211, -6.171)  0.00
H (-0.155, 1.447, -6.548)  0.00
H (1.620, 1.733, -4.807)  0.00
H (2.940, -0.680, -4.784)  0.00
H (4.337, -2.733, -4.983)  0.00
H (4.666, -4.159, -2.977)  0.00
H (3.610, -3.583, -0.846)  0.00
H (4.298, 0.901, -3.404)  0.00
H (5.413, 3.086, -3.012)  0.00
H (4.235, 4.815, -1.676)  0.00
H (2.055, 4.348, -0.671)  0.00
H (0.098, 3.985, -0.635)  0.00
H (0.408, 3.076, 0.829)  0.03
H (-2.053, 5.073, 0.373)  0.00
H (-4.195, 3.298, 1.659)  0.00
H (-4.390, 4.206, 0.162)  0.00
H (-4.202, 5.064, 1.693)  0.00
H (-2.027, 3.548, 3.021)  0.00
H (-1.924, 5.280, 2.794)  0.00
H (-0.582, 4.286, 2.262)  0.00
H (-3.532, 2.908, -1.631)  0.00
H (-0.829, 2.749, -3.018)  -0.01
H (-2.431, 2.390, -3.684)  0.00
H (-1.682, 1.311, -2.509)  0.01
H (-1.342, 5.028, -1.923)  0.00
H (-3.034, 5.295, -1.470)  0.00
H (-2.627, 4.769, -3.095)  0.00
H (2.701, 0.317, 3.605)  0.00
H (4.833, -1.314, 2.139)  0.00
H (4.404, -1.476, 3.854)  0.00
H (5.125, 0.013, 3.256)  0.00
H (3.686, 0.395, 0.693)  0.00
H (3.937, 1.644, 1.918)  0.00
H (2.328, 1.348, 1.271)  0.03
O (0.307, 1.613, 2.785)  -0.02
H (-0.271, 2.369, 3.045)  0.01
H (0.768, 1.426, 3.618)  0.00
Cl (-3.939, -0.787, 1.852)  0.02
O (-1.757, -1.462, 4.252)  0.00
N (-1.183, -1.644, 5.258)  0.00
S (2.032, -0.283, 7.020)  0.00
C (0.862, -0.655, 6.114)  0.00
N (-0.012, -0.886, 5.306)  0.00
O (-2.408, 3.209, 6.139)  0.00
Cl (-1.976, 1.960, 5.600)  0.00
O (-2.404, 0.824, 6.388)  0.00
O (-0.511, 1.939, 5.439)  0.00
O (-2.525, 1.801, 4.197)  0.00

Values from the calculation:
LUMO energy (alpha / beta) (eV): -1.98 / -1.98
Relative energy (zero: lowest compared OMol25 entry of this formula, charge and spin) (eV): 0.719
Frontier orbital gap (alpha / beta) (eV): 4.80 / 5.30
Net charge: 0
2S+1: 2
⟨S²⟩: 0.759